Here is C4H8 in the gas phase from the OMol25 dataset. Energies are from ωB97M-V/def2-TZVPD.

Properties
E_tot: -157.16941 Eh
SMILES: C=CCC

```
! wB97M-V def2-TZVPD RIJCOSX def2/J DEFGRID3
* xyz 0 1
C 0.25 -0.10 -0.91
C -0.48 -0.65 -1.87
C 0.19 0.85 1.42
C 0.06 -0.43 0.56
H 1.13 0.86 1.97
H 0.13 1.72 0.76
H 0.85 -1.13 0.86
H 1.08 0.59 -1.08
H -0.43 -0.37 -2.91
H -0.95 -0.80 0.68
H -0.60 0.86 2.17
H -1.23 -1.40 -1.64
*
```